1.
The following is a quantum chemistry calculation of 8 unconnected molecules or ions with the total composition C14H46BN14O9P at a distorted geometry, from the OMol25 dataset.

The multiplicity is 1. Its SMILES is CCCCCCP(C)B(O)O.NC(N)=O.NC(N)=O.NC(N)=O.NC(N)=O.NC(N)=O.NC(N)=O.NC(N)=O. For the HOMO energy, the calculation gives -0.2675 Eh. The calculation puts the relative energy (zero: lowest compared OMol25 entry of this formula, charge and spin) at 90.3 kcal per mole.

CARTESIAN COORDINATES (ANGSTROEM)
C1 -5.31 -0.57 -1.68
C2 -3.73 -0.97 -1.50
C3 -2.66 0.03 -2.24
C4 -1.42 0.35 -1.17
C5 -1.57 1.81 -0.42
C6 -0.47 1.90 0.84
P1 -1.06 0.63 2.20
C7 0.55 -0.35 2.68
B1 -1.79 1.57 3.70
O1 -0.91 2.26 4.70
O2 -3.29 1.61 3.78
H1 -5.49 0.44 -2.24
H2 -5.82 -0.55 -0.61
H3 -5.88 -1.44 -2.27
H4 -3.53 -1.06 -0.33
H5 -3.56 -2.07 -1.94
H6 -2.15 -0.59 -3.11
H7 -3.14 1.04 -2.64
H8 -0.35 0.32 -1.71
H9 -1.40 -0.57 -0.41
H10 -1.34 2.72 -1.15
H11 -2.65 2.02 0.00
H12 -0.36 2.99 1.26
H13 0.54 1.51 0.37
H14 1.02 0.01 3.70
H15 1.34 -0.36 1.80
H16 0.20 -1.48 2.81
H17 -0.37 2.91 4.16
H18 -3.64 0.73 4.14
C8 4.77 0.29 2.81
O3 4.42 -0.01 1.68
N1 4.98 -0.61 3.78
N2 4.98 1.57 3.18
H19 5.27 -0.38 4.71
H20 4.83 -1.59 3.54
H21 4.84 2.28 2.48
H22 5.27 1.84 4.11
C9 3.48 -2.12 -2.14
O4 3.13 -2.42 -3.27
N3 3.69 -3.02 -1.17
N4 3.69 -0.84 -1.77
H23 3.98 -2.79 -0.24
H24 3.54 -4.00 -1.41
H25 3.55 -0.13 -2.47
H26 3.98 -0.57 -0.84
C10 -8.24 -3.38 -1.95
O5 -7.16 -3.03 -2.40
N5 -8.73 -2.90 -0.79
N6 -9.03 -4.26 -2.57
H27 -9.62 -3.17 -0.40
H28 -8.16 -2.23 -0.29
H29 -8.70 -4.65 -3.44
H30 -9.93 -4.56 -2.21
C11 5.89 4.09 5.72
O6 5.96 2.87 5.74
N7 4.92 4.75 5.05
N8 6.76 4.88 6.36
H31 4.85 5.75 5.02
H32 4.24 4.19 4.56
H33 7.51 4.43 6.88
H34 6.72 5.89 6.35
C12 1.00 5.31 3.00
O7 1.00 4.14 3.35
N9 1.30 5.70 1.75
N10 0.71 6.32 3.85
H35 1.32 6.66 1.45
H36 1.53 4.97 1.09
H37 0.48 6.07 4.80
H38 0.71 7.29 3.58
C13 -7.37 -5.21 -6.22
O8 -7.84 -4.90 -5.14
N11 -6.91 -6.45 -6.49
N12 -7.26 -4.35 -7.24
H39 -6.52 -6.73 -7.37
H40 -6.98 -7.13 -5.74
H41 -7.59 -3.40 -7.09
H42 -6.87 -4.59 -8.14
C14 7.81 -1.88 -2.84
O9 7.98 -1.96 -1.63
N13 8.81 -1.62 -3.70
N14 6.60 -2.04 -3.42
H43 8.69 -1.55 -4.70
H44 9.73 -1.49 -3.31
H45 5.82 -2.23 -2.80
H46 6.44 -1.97 -4.41

Mulliken atomic charge list, values in e, 5 entries:
1 C -0.658
2 C -0.349
3 C -0.503
4 C -0.395
5 C -0.530

2.
The following is a quantum chemistry calculation of 2 unconnected molecules or ions with the total composition C29H55BrF3IO3PS at a distorted geometry, from the OMol25 dataset.

The multiplicity is 1. The total charge is +1. For the HOMO energy, the calculation gives -0.4051 Eh.

CARTESIAN COORDINATES (ANGSTROEM)
C1 5.65 2.12 -1.66
C2 4.76 3.09 -2.62
C3 3.25 3.10 -2.09
Br1 3.20 3.11 -0.06
C4 2.36 4.33 -2.60
O1 3.07 5.32 -3.37
C5 3.63 6.28 -2.41
C6 2.69 7.57 -2.29
C7 1.67 7.56 -1.05
C8 2.32 7.18 0.35
F1 3.53 7.74 0.79
C9 1.62 6.29 1.21
F2 0.51 5.51 0.80
F3 1.98 6.15 2.58
C10 0.99 3.82 -3.32
S1 0.05 5.34 -3.82
O2 0.33 2.98 -2.34
C11 -1.05 2.72 -2.66
C12 -1.96 3.57 -1.63
C13 -3.06 2.70 -0.86
O3 -2.91 2.52 0.38
I1 -4.75 1.93 -1.99
H1 6.63 1.83 -2.20
H2 5.04 1.18 -1.36
H3 5.99 2.69 -0.72
H4 5.28 4.10 -2.61
H5 4.79 2.69 -3.70
H6 2.75 2.10 -2.39
H7 1.98 4.88 -1.65
H8 4.62 6.65 -2.88
H9 3.92 5.80 -1.42
H10 3.29 8.54 -2.29
H11 2.04 7.59 -3.25
H12 1.19 8.60 -1.00
H13 0.81 6.81 -1.25
H14 1.19 3.21 -4.27
H15 -0.56 5.86 -2.68
H16 -1.23 1.60 -2.40
H17 -1.33 2.84 -3.75
H18 -1.24 3.97 -0.82
H19 -2.43 4.51 -2.10
C14 1.88 -3.60 -1.41
C15 1.78 -4.08 0.03
C16 0.71 -5.15 0.23
C17 -0.75 -4.65 0.24
P1 -1.38 -3.91 1.72
C18 -0.99 -5.02 3.10
C19 -1.30 -6.52 3.00
C20 -2.75 -6.97 3.17
C21 -3.46 -6.40 4.39
C22 -3.16 -3.84 1.68
C23 -3.93 -3.10 0.58
C24 -4.08 -1.59 0.74
C25 -4.40 -1.11 2.15
C26 -0.59 -2.40 2.24
C27 -0.73 -1.04 1.56
C28 -0.48 -0.97 0.05
C29 0.88 -0.38 -0.30
H20 0.94 -3.19 -1.78
H21 2.64 -2.82 -1.49
H22 2.18 -4.42 -2.07
H23 1.61 -3.23 0.69
H24 2.75 -4.50 0.31
H25 0.91 -5.67 1.17
H26 0.81 -5.90 -0.56
H27 -1.38 -5.54 0.06
H28 -0.93 -4.01 -0.63
H29 -1.43 -4.60 4.01
H30 0.09 -4.93 3.24
H31 -0.72 -7.02 3.79
H32 -0.93 -6.92 2.05
H33 -2.76 -8.06 3.26
H34 -3.33 -6.75 2.27
H35 -2.94 -6.67 5.31
H36 -4.48 -6.79 4.45
H37 -3.54 -5.31 4.34
H38 -3.54 -3.57 2.67
H39 -3.46 -4.88 1.54
H40 -4.94 -3.52 0.55
H41 -3.48 -3.31 -0.39
H42 -4.88 -1.25 0.07
H43 -3.18 -1.09 0.37
H44 -5.36 -1.51 2.49
H45 -4.47 -0.02 2.16
H46 -3.63 -1.39 2.87
H47 0.48 -2.61 2.35
H48 -0.94 -2.24 3.27
H49 -0.06 -0.34 2.07
H50 -1.73 -0.65 1.77
H51 -1.23 -0.33 -0.41
H52 -0.59 -1.95 -0.41
H53 0.94 0.67 0.00
H54 1.05 -0.42 -1.38
H55 1.70 -0.92 0.19

Mulliken atomic charge list, values in e, 5 entries:
1 C -1.078
2 C -0.105
3 C -0.547
4 Br -0.168
5 C 0.723

3.
The following is a quantum chemistry calculation of 2 unconnected molecules or ions with the total composition CH6NS at a distorted geometry, from the OMol25 dataset.

The multiplicity is 1. The total charge is +1. For the HOMO energy, the calculation gives -0.4993 Eh. The calculation puts the relative energy (zero: lowest compared OMol25 entry of this formula, charge and spin) at 27.1 kcal per mole.

CARTESIAN COORDINATES (ANGSTROEM)
C1 0.83 -0.84 0.25
N1 1.77 0.02 0.01
S1 -2.14 0.78 -0.29
H1 -0.11 -0.66 0.76
H2 1.03 -1.81 -0.26
H3 2.24 -0.21 -0.90
H4 -2.38 1.05 1.01
H5 2.03 0.93 0.47
H6 -3.26 0.75 -1.05

Mulliken atomic charge list, values in e, 5 entries:
1 C -0.020
2 N -0.204
3 S -0.359
4 H 0.295
5 H 0.239

4.
The following is a quantum chemistry calculation of a molecular structure, C49H48N4O2S2V at a distorted geometry, from the OMol25 dataset.

The multiplicity is 2. The total charge is +2. The expectation value of S² is 0.804. For the HOMO energy (alpha / beta), the calculation gives -0.4690 / -0.4690 Eh.

CARTESIAN COORDINATES (ANGSTROEM)
V1 -0.48 -0.54 0.77
S1 -2.52 4.08 3.68
C1 -3.24 5.57 4.09
C2 -4.00 6.06 3.07
C3 -4.00 5.21 1.94
C4 -3.24 4.09 2.11
C5 -3.03 3.00 1.16
C6 -2.01 2.05 1.38
N1 -1.77 1.05 0.55
C7 -2.52 0.92 -0.57
C8 -3.57 1.79 -0.87
C9 -4.34 1.56 -2.06
C10 -4.04 0.53 -2.89
C11 -2.94 -0.35 -2.62
C12 -2.58 -1.43 -3.45
C13 -1.51 -2.24 -3.11
C14 -0.82 -1.95 -1.92
N2 -1.14 -0.93 -1.14
C15 -2.20 -0.15 -1.46
C16 -1.09 -3.37 -3.94
C17 -1.39 -3.60 -5.25
C18 -0.80 -4.79 -5.75
C19 -0.06 -5.44 -4.81
S2 -0.08 -4.62 -3.32
C20 -3.81 2.84 0.03
H1 -3.07 6.00 5.06
H2 -4.54 7.00 3.13
H3 -4.54 5.44 1.03
H4 -1.38 2.10 2.26
H5 -5.16 2.23 -2.29
H6 -4.63 0.37 -3.79
H7 -3.15 -1.62 -4.34
H8 0.01 -2.56 -1.60
H9 -1.99 -2.94 -5.86
H10 -0.92 -5.15 -6.76
H11 0.49 -6.36 -4.91
H12 -4.62 3.53 -0.18
C21 0.93 -5.02 1.87
C22 0.10 -3.85 1.46
O1 0.62 -2.74 1.35
C23 -1.34 -4.05 1.18
C24 -1.88 -5.32 0.98
C25 -3.22 -5.47 0.65
C26 -4.04 -4.36 0.53
C27 -3.53 -3.08 0.74
C28 -2.19 -2.94 1.06
O2 -1.68 -1.71 1.26
H13 1.90 -4.67 2.22
H14 1.09 -5.67 1.00
H15 0.44 -5.62 2.64
H16 -1.25 -6.20 1.07
H17 -3.63 -6.46 0.49
H18 -5.08 -4.48 0.27
H19 -4.16 -2.20 0.67
C29 0.08 5.51 -1.93
C30 0.05 4.39 -2.98
C31 0.06 3.07 -2.35
N3 0.07 2.05 -1.82
H20 0.01 6.48 -2.43
H21 1.02 5.49 -1.37
H22 -0.75 5.42 -1.23
H23 0.91 4.45 -3.65
H24 -0.85 4.46 -3.60
C32 0.24 0.66 5.36
C33 0.58 1.20 4.00
C34 0.77 2.55 3.79
C35 1.10 3.09 2.54
C36 1.28 4.57 2.36
C37 1.22 2.24 1.46
C38 1.08 0.86 1.65
C39 0.76 0.34 2.91
N4 1.23 -0.08 0.56
C40 2.58 -0.45 0.08
C41 3.43 -1.01 1.23
C42 4.80 -1.42 0.69
C43 4.63 -2.49 -0.39
C44 3.80 -1.91 -1.55
C45 4.50 -0.68 -2.14
C46 4.66 0.38 -1.04
C47 5.51 -0.20 0.09
C48 3.29 0.79 -0.50
C49 2.43 -1.50 -1.02
H25 1.10 0.73 6.03
H26 -0.07 -0.38 5.31
H27 -0.57 1.24 5.81
H28 0.67 3.23 4.63
H29 0.63 4.95 1.57
H30 2.31 4.80 2.08
H31 1.06 5.12 3.28
H32 1.41 2.61 0.46
H33 0.74 -0.74 3.06
H34 2.92 -1.87 1.67
H35 3.54 -0.25 2.01
H36 5.39 -1.82 1.52
H37 4.13 -3.37 0.02
H38 5.61 -2.81 -0.76
H39 3.67 -2.67 -2.32
H40 3.91 -0.28 -2.97
H41 5.48 -0.96 -2.54
H42 5.15 1.26 -1.46
H43 5.69 0.56 0.86
H44 6.49 -0.50 -0.29
H45 2.67 1.23 -1.29
H46 3.43 1.54 0.28
H47 1.91 -2.37 -0.61
H48 1.83 -1.07 -1.83

Mulliken atomic charge list, values in e, 5 entries:
1 V 0.153
2 S 0.033
3 C -0.445
4 C -0.622
5 C -0.634

5.
The following is a quantum chemistry calculation of a molecular structure, C17H16N3RhS at a distorted geometry, from the OMol25 dataset.

The multiplicity is 5. The total charge is +2. The expectation value of S² is 6.041. For the HOMO energy (alpha / beta), the calculation gives -0.4290 / -0.5636 Eh.

CARTESIAN COORDINATES (ANGSTROEM)
C1 -2.48 1.07 -1.87
C2 -1.56 2.08 -1.86
H1 -3.01 0.85 -0.95
H2 -2.59 0.35 -2.67
H3 -0.89 2.30 -2.67
H4 -1.36 2.57 -0.91
Rh1 0.50 -0.95 -1.30
C3 0.76 -2.15 -2.84
C4 0.43 -0.81 -3.28
C5 2.34 -0.65 -1.97
C6 1.96 -2.05 -2.03
H5 -0.39 -0.55 -3.95
H6 1.43 1.16 -2.95
H7 3.18 -0.22 -1.42
C7 1.38 0.10 -2.72
H8 2.41 -2.86 -1.46
H9 0.23 -3.06 -3.09
N1 -0.57 -0.14 2.79
C8 -0.09 1.16 2.72
C9 0.03 2.17 3.67
C10 0.72 3.33 3.32
C11 1.33 3.45 2.06
C12 1.18 2.45 1.09
C13 0.40 1.32 1.40
N2 0.12 0.12 0.72
C14 -0.53 -0.72 1.57
C15 -1.03 -2.00 1.11
C16 -1.47 -3.13 1.80
S1 -1.66 -4.48 0.75
C17 -0.99 -3.58 -0.55
N3 -0.82 -2.29 -0.25
H10 -0.84 -0.65 3.62
H11 -0.42 2.03 4.67
H12 0.82 4.15 4.04
H13 1.94 4.34 1.85
H14 1.68 2.52 0.12
H15 -1.59 -3.17 2.86
H16 -0.53 -4.06 -1.42

Mulliken atomic charge list, values in e, 5 entries:
1 C -0.565
2 C -0.450
3 H 0.252
4 H 0.318
5 H 0.330

6.
The following is a quantum chemistry calculation of C3H3N3O2 in the gas phase at a distorted geometry, from the OMol25 dataset.

The multiplicity is 3. The expectation value of S² is 2.020. For the HOMO energy (alpha / beta), the calculation gives -0.2282 / -0.3846 Eh. The calculation puts the relative energy (zero: lowest compared OMol25 entry of this formula, charge and spin) at 90.5 kcal per mole.

CARTESIAN COORDINATES (ANGSTROEM)
C1 3.27 0.35 -0.05
C2 -0.12 -0.58 0.10
C3 -1.01 0.46 -0.14
N1 2.19 -0.09 0.09
N2 1.17 -0.78 0.20
N3 -2.32 0.21 0.02
O1 -3.02 1.17 0.22
O2 -2.79 -0.93 -0.06
H1 4.30 0.20 -0.27
H2 -0.73 -1.48 0.17
H3 -0.94 1.49 -0.29

Mulliken atomic charge list, values in e, 5 entries:
1 C -0.216
2 C -0.194
3 C -0.286
4 N 0.240
5 N -0.403

7.
The following is a quantum chemistry calculation of a molecular structure, C22H26IrN4O9P2 at a distorted geometry, from the OMol25 dataset.

The multiplicity is 2. The total charge is +2. The expectation value of S² is 0.757. For the HOMO energy (alpha / beta), the calculation gives -0.4839 / -0.4812 Eh. The calculation puts the relative energy (zero: lowest compared OMol25 entry of this formula, charge and spin) at 54.9 kcal per mole.

CARTESIAN COORDINATES (ANGSTROEM)
Ir1 -0.18 0.04 -0.28
N1 -0.14 -3.88 -1.89
C1 -1.31 -2.96 -1.57
C2 -2.63 -3.63 -1.88
P1 -1.05 -2.46 0.21
O1 -1.47 -3.73 1.03
O2 0.45 -2.17 0.26
O3 -1.85 -1.21 0.51
P2 -1.07 -1.40 -2.51
O4 -1.21 -1.89 -4.02
O5 0.34 -0.87 -2.09
O6 -2.13 -0.44 -2.18
H1 0.70 -3.51 -1.42
H2 0.04 -3.93 -2.89
H3 -0.31 -4.83 -1.55
H4 -2.76 -4.54 -1.28
H5 -2.72 -3.88 -2.93
H6 -3.44 -2.94 -1.63
H7 -2.20 -3.63 1.67
H8 -1.09 -1.22 -4.70
C3 4.99 4.73 0.18
O7 4.94 3.99 1.41
C4 4.04 3.03 1.52
C5 4.10 2.34 2.79
C6 3.21 1.31 3.08
C7 2.26 0.93 2.17
C8 1.20 -0.04 2.50
C9 1.36 -1.06 3.57
O8 0.15 -0.06 1.86
C10 2.22 1.59 0.86
O9 1.41 1.27 -0.05
C11 3.11 2.66 0.58
H9 5.81 5.43 0.31
H10 4.06 5.27 0.04
H11 5.19 4.06 -0.65
H12 4.84 2.67 3.50
H13 3.26 0.84 4.05
H14 2.10 -0.82 4.33
H15 1.68 -1.98 3.07
H16 0.39 -1.26 4.04
H17 3.04 3.14 -0.38
C12 -0.28 3.24 -3.05
C13 0.15 2.23 -2.22
N2 -0.68 1.72 -1.29
C14 -1.92 2.19 -1.17
C15 -2.40 3.26 -1.92
C16 -1.55 3.77 -2.90
C17 -3.76 3.79 -1.73
C18 -4.44 3.99 -0.60
C19 -4.04 3.86 0.81
C20 -4.99 4.03 1.80
C21 -4.57 3.92 3.12
N3 -3.31 3.66 3.44
C22 -2.48 3.53 2.41
N4 -2.76 3.60 1.12
H18 0.40 3.62 -3.81
H19 1.13 1.79 -2.30
H20 -2.56 1.67 -0.47
H21 -1.89 4.58 -3.53
H22 -4.25 4.07 -2.66
H23 -5.45 4.38 -0.73
H24 -6.02 4.25 1.57
H25 -5.27 4.04 3.94
H26 -1.44 3.33 2.66

Mulliken atomic charge list, values in e, 5 entries:
1 Ir 1.958
2 N -0.248
3 C 0.648
4 C -1.779
5 P 0.852

8.
The following is a quantum chemistry calculation of 2 unconnected molecules or ions with the total composition C2F4, from the OMol25 dataset.

The multiplicity is 1. For the HOMO energy, the calculation gives -0.3736 Eh. The calculation puts the relative energy (zero: lowest compared OMol25 entry of this formula, charge and spin) at 70.4 kcal per mole.

CARTESIAN COORDINATES (ANGSTROEM)
C1 0.25 1.34 -0.23
C2 -0.33 -1.11 -0.11
F1 -0.81 2.01 0.13
F2 1.06 1.39 0.80
F3 0.41 -1.88 0.62
F4 -0.57 -1.75 -1.21

Mulliken atomic charge list, values in e, 5 entries:
1 C 0.184
2 C 0.219
3 F -0.103
4 F -0.097
5 F -0.098

9.
The following is a quantum chemistry calculation of 6 unconnected molecules or ions with the total composition C18H36N3O9 at a distorted geometry, from the OMol25 dataset.

The multiplicity is 1. The total charge is +1. For the HOMO energy, the calculation gives -0.4247 Eh. The calculation puts the relative energy (zero: lowest compared OMol25 entry of this formula, charge and spin) at 56.1 kcal per mole.

CARTESIAN COORDINATES (ANGSTROEM)
C1 19.01 32.58 0.48
C2 17.74 32.06 -0.06
O1 17.67 31.84 -1.23
N1 16.62 31.74 0.83
H1 17.04 31.30 1.54
H2 16.16 32.52 1.24
C3 15.56 30.93 0.17
H3 19.96 32.26 0.04
H4 19.11 32.24 1.49
H5 18.92 33.50 0.26
H6 14.78 30.57 1.12
H7 15.77 30.07 -0.45
H8 15.17 31.63 -0.59
C4 13.72 32.89 4.68
C5 14.45 34.18 5.13
O2 13.73 35.08 5.56
N2 15.82 34.36 4.81
H9 16.38 33.53 4.89
H10 15.68 34.64 3.83
C6 16.60 35.36 5.54
H11 13.59 32.76 3.48
H12 12.61 32.90 4.97
H13 14.02 31.82 4.94
H14 17.75 35.51 5.32
H15 16.44 35.31 6.53
H16 16.09 36.46 5.53
N3 17.12 31.06 3.98
O3 15.98 30.77 3.53
O4 17.18 32.08 4.77
O5 18.14 30.78 3.24
C7 22.74 32.83 4.62
C8 21.34 32.11 4.98
C9 20.42 32.94 5.96
O6 20.70 32.07 3.78
H17 23.16 32.93 5.58
H18 22.33 33.81 4.42
H19 23.42 32.23 3.87
H20 21.46 31.09 5.27
H21 20.11 33.99 5.48
H22 21.05 33.10 6.69
H23 19.63 32.51 6.22
H24 19.82 31.76 3.79
C10 20.61 27.06 4.79
C11 19.55 27.93 4.13
C12 18.07 27.59 4.50
O7 19.77 29.17 4.93
H25 21.51 27.50 4.57
H26 20.63 26.04 4.39
H27 20.22 26.77 5.74
H28 19.50 28.27 3.03
H29 17.86 26.76 3.99
H30 17.54 28.43 4.22
H31 17.94 27.63 5.61
H32 19.28 29.93 4.40
C13 14.98 29.92 9.97
C14 15.01 31.44 9.65
C15 16.13 31.96 8.71
O8 16.26 33.17 8.59
C16 17.00 31.02 8.12
C17 16.94 29.58 8.49
C18 15.94 28.96 9.43
O9 15.85 27.78 9.62
H33 14.46 29.68 10.79
H34 14.36 31.96 10.38
H35 17.77 31.21 7.30
H36 17.71 28.94 8.25

Mulliken atomic charge list, values in e, 5 entries:
1 C -0.803
2 C 0.668
3 O -0.423
4 N 0.510
5 H -0.225

The records above give, respectively, molar mass values of 596.40 778.60 64.13 840.03 397.31 113.08 744.63 100.01 438.50 g mol⁻¹.